Entry 1:
{
  "formula": "C6H13O2",
  "method": "ωB97M-V/def2-TZVPD",
  "species": ["H", "C", "C", "C", "C", "C", "O", "C", "H", "H", "H", "H", "H", "H", "H", "H", "H", "H", "H", "O", "H"],
  "positions_angstrom": [[-2.09996, -1.38850, 4.34167], [-3.10878, -1.98748, 4.58181], [-4.32419, -0.97534, 4.62322], [-4.38680, -0.04753, 3.41131], [-4.32368, -0.15521, 5.90883], [-3.26713, -2.97380, 3.47522], [-2.81965, -2.84889, 2.32978], [-4.08720, -4.22916, 3.77158], [-3.10240, -2.51946, 5.54664], [-5.26678, -1.54858, 4.65679], [-3.49763, 0.61115, 3.44636], [-4.45956, -0.61865, 2.47556], [-5.34518, 0.49726, 3.46942], [-3.37305, 0.38449, 5.92367], [-5.20231, 0.50033, 5.93628], [-4.43738, -0.78804, 6.79386], [-4.44520, -4.25561, 4.80575], [-4.95883, -4.33808, 3.09977], [-3.49014, -5.13768, 3.60768], [-1.21493, -0.59635, 4.57484], [-0.31568, -0.33645, 4.87608]],
  "forces_ev_per_angstrom": [[0.3, -0.7, 0.5], [-2.3, -0.6, 0.5], [0.2, -0.3, 0.0], [-0.2, -0.3, 0.1], [0.1, -0.3, 0.0], [0.3, -0.9, -2.6], [-0.5, 0.3, 2.1], [-0.4, -0.4, 0.3], [0.4, 0.3, -0.3], [0.4, -0.3, -0.2], [-0.6, -0.1, -0.4], [0.5, 0.2, 0.2], [0.6, 0.2, 0.0], [-0.3, 0.3, 0.4], [0.4, 0.2, -0.2], [0.4, 0.0, 0.0], [0.0, 0.0, -0.2], [0.5, 0.4, 0.2], [0.1, 0.4, 0.0], [0.8, 3.4, -0.8], [-0.3, -1.7, 0.4]],
  "e_above_lowest_kj_mol": 198.33,
  "lumo_ev": [0.81, -2.50],
  "e_tot_ev": -10523.89181,
  "multiplicity": 2,
  "homo_lumo_gap_ev": [10.418, 7.094]
}

***

Entry 2:
{
  "formula": "C3H7NO2",
  "method": "ωB97M-V/def2-TZVPD",
  "species": ["C", "C", "N", "O", "C", "O", "H", "H", "H", "H", "H", "H", "H"],
  "positions_angstrom": [[1.21923, -1.08990, 0.26781], [0.36857, 0.11981, 0.01284], [0.89855, 1.07634, -0.64698], [0.02975, 2.14811, -0.84518], [-1.05509, 0.08680, 0.52748], [-1.76088, -1.03005, 0.00896], [2.20426, -0.97272, -0.18955], [1.34062, -1.25667, 1.34523], [0.72819, -1.98024, -0.13624], [0.57554, 2.76219, -1.35212], [-1.56655, 1.02904, 0.31352], [-1.03589, -0.04870, 1.61461], [-1.94628, -0.84401, -0.92037]],
  "forces_ev_per_angstrom": [[0.0, 0.0, 0.0], [0.2, 0.1, -0.1], [-0.1, -0.5, 0.3], [0.0, 0.3, -0.2], [0.1, 0.3, 0.2], [-0.1, 0.0, -0.3], [-0.2, 0.0, 0.1], [0.0, 0.1, -0.1], [0.1, 0.1, 0.0], [-0.1, -0.1, 0.1], [0.1, -0.2, 0.0], [0.0, 0.0, -0.1], [0.0, -0.1, 0.1]],
  "e_above_lowest_kj_mol": 268.48,
  "lumo_ev": 0.88,
  "e_tot_ev": -8807.74630,
  "homo_lumo_gap_ev": 10.602
}

***

Calculated maximum force in order - 3.61 0.62 eV/A